108
Properties=species:S:1:pos:R:3:lowdin_spin:R:1 method="wB97M-V/def2-TZVPD" charge=-2 multiplicity=11 max_force_ha_per_bohr=0.1049 e_homo_ev="-3.5 / -3.2" total_energy_ha=-8920.52847 e_above_lowest_kcal_mol=0.00
Li -1.44598 -1.22922 2.89846 0.00
Fe 2.11228 1.30965 -0.28536 4.21
Fe 2.02998 -1.38690 2.01847 3.68
P 0.08605 -0.41599 0.37091 0.02
O 0.31808 0.60490 -0.80551 0.09
O -1.13917 -0.29866 1.24379 0.01
O 1.34417 0.25635 1.15877 0.23
O 0.83002 -1.78156 0.37809 0.05
P 0.09557 -1.84459 4.72424 0.00
O -1.36490 -1.38880 4.77029 0.06
O 0.32044 -3.31521 4.99163 0.34
O 0.90821 -1.16601 5.86123 0.61
O 0.56311 -1.45554 3.29340 0.07
P 4.31615 0.02978 0.24957 0.03
O 3.67668 1.41487 0.81677 0.23
O 3.58186 0.28531 -1.14368 0.17
O 3.54216 -1.14091 0.90646 0.09
O 5.77730 -0.11747 0.29440 0.02
O 1.78097 3.95467 -3.92060 0.00
S 2.18844 2.65042 -3.52714 0.00
O 2.21660 2.31711 -2.14876 0.03
O 1.31185 1.66300 -4.36113 0.00
C 1.20607 0.26174 -3.94611 0.00
C 0.81341 -0.54552 -5.15448 0.00
C 3.77911 2.29652 -4.18197 0.00
H 0.64285 0.10143 -3.03389 0.00
H 2.20916 -0.07286 -3.63987 0.00
H 0.37366 -1.48459 -4.81953 0.00
H 1.58831 -0.68510 -5.89954 0.00
H -0.06343 -0.09963 -5.64835 0.00
H 4.17796 1.41563 -3.68343 0.00
H 4.40966 3.15332 -3.94742 0.00
H 3.65109 2.20485 -5.25564 0.00
O 2.27678 1.70006 5.32411 0.00
S 0.98852 2.30672 5.30294 0.00
O -0.07278 1.81105 6.10848 0.00
O 1.18698 3.88686 5.59897 0.00
C 1.49719 4.21419 6.94223 0.00
C 2.37701 5.44028 6.98111 0.00
C 0.46037 2.48138 3.64151 0.00
H 2.10937 3.41413 7.37988 0.00
H 0.65628 4.29232 7.63560 0.00
H 3.13976 5.34282 6.20732 0.00
H 2.90281 5.53990 7.93250 0.00
H 1.84102 6.38061 6.83216 0.00
H 0.52084 1.46909 3.22589 0.00
H 1.20577 3.08810 3.12906 0.00
H -0.52251 2.92180 3.50842 0.00
O -4.81970 -1.25568 -2.42651 0.00
S -4.63415 0.03139 -1.84361 0.00
O -3.90575 1.04885 -2.49768 0.00
O -6.07594 0.68757 -1.58376 0.00
C -7.20696 -0.17167 -1.61903 0.00
C -7.63943 -0.62457 -0.20378 0.00
C -4.01836 -0.14135 -0.20106 0.00
H -7.11911 -1.05917 -2.24083 0.00
H -8.02537 0.40351 -2.05286 0.00
H -7.02497 -0.12536 0.54836 0.00
H -7.42089 -1.68120 -0.03608 0.00
H -8.69358 -0.43166 -0.02595 0.00
H -4.09968 -1.15065 0.18809 0.00
H -4.37732 0.66632 0.42467 0.00
H -2.93887 -0.02959 -0.35555 0.00
O -2.37768 -5.77627 -0.55741 0.00
S -2.78566 -6.03451 0.78652 0.00
O -3.20529 -7.33450 1.15503 0.00
O -1.67776 -5.61416 1.80345 0.00
C -0.78575 -4.51980 1.46444 0.00
C 0.43329 -4.98031 0.68977 0.00
C -4.06546 -4.88381 1.15827 0.00
H -0.42689 -4.13441 2.42341 0.00
H -1.30158 -3.67663 0.99868 0.00
H 0.11650 -5.23738 -0.32449 0.00
H 0.72023 -5.95483 1.09209 0.00
H 1.19585 -4.21336 0.67595 0.00
H -3.73464 -3.89879 0.84568 0.00
H -4.47563 -5.01992 2.15374 0.00
H -4.89566 -5.17227 0.50471 0.00
O 1.03277 3.07148 0.27102 0.03
S -0.16273 3.82469 0.23905 0.00
O -0.34919 4.97221 1.05211 0.00
O -0.22450 4.23373 -1.29264 0.00
C -1.42347 4.85148 -1.78733 0.00
C -1.11592 5.38718 -3.18503 0.00
C -1.58595 2.78568 0.38169 0.00
H -1.67661 5.70887 -1.16011 0.00
H -2.20010 4.09061 -1.85598 0.00
H -1.21307 4.57177 -3.90761 0.00
H -0.06916 5.67107 -3.25085 0.00
H -1.86888 6.12443 -3.45585 0.00
H -1.67899 2.15997 -0.49966 0.00
H -2.41378 3.49163 0.44431 0.00
H -1.47348 2.22287 1.30638 0.00
O 5.67566 -3.90591 -4.06919 0.00
S 4.73061 -2.98266 -3.53309 0.00
O 3.69846 -2.48393 -4.38355 0.00
O 4.11754 -3.69590 -2.27374 0.00
C 2.91645 -3.12923 -1.67823 0.00
C 1.67984 -3.69368 -2.33000 0.00
C 5.52591 -1.62245 -2.73960 0.00
H 2.95459 -2.03716 -1.70349 0.00
H 2.87887 -3.33597 -0.61143 0.00
H 1.70673 -3.62832 -3.41578 0.00
H 0.80128 -3.17488 -1.94292 0.00
H 1.57279 -4.75237 -2.08086 0.00
H 4.71932 -0.92536 -2.52335 0.00
H 6.29135 -1.22135 -3.40101 0.00
H 6.01471 -2.07451 -1.88175 0.00